Record 1
Molecular formula: C21H48ClO5P2PbSSi
Method: DFT, ωB97M-V/def2-TZVPD

Computed properties:
HOMO-LUMO gap (spin up / spin down) = 0.1773 / 0.1656 hartree
HOMO level (spin up / spin down) = -17.248 / -17.357 eV
lowest unoccupied orbital energy (spin up / spin down) = -12.42 / -12.85 eV
charge = +3

The geometry in XYZ format:
```
80
Properties=species:S:1:pos:R:3:lowdin_charge:R:1
C 0.738 -0.504 -8.001 -0.04
C 0.542 -0.368 -6.536 -0.77
H 1.801 -0.472 -8.258 0.11
H 0.210 0.317 -8.510 0.11
H 0.306 -1.458 -8.339 0.12
O 1.399 -0.310 -5.660 -0.07
Cl -1.206 -0.270 -6.114 0.65
Pb -0.012 -0.508 -3.182 1.01
P 0.079 2.246 -2.705 0.74
C 1.454 2.980 -1.764 -0.21
C 0.132 3.135 -4.293 -0.23
H -0.094 4.200 -4.124 0.09
H -1.371 4.026 -1.952 0.09
H -0.602 2.709 -4.992 0.05
H -2.295 2.538 -2.362 0.07
H 2.385 2.819 -2.324 0.07
H 1.125 3.040 -4.751 0.07
C -1.391 2.930 -1.869 -0.21
H 1.279 4.058 -1.656 0.09
H -1.421 2.628 -0.813 0.04
H 1.532 2.507 -0.777 0.02
P 0.350 -3.241 -2.310 0.74
C 1.727 -3.837 -1.265 -0.21
C -1.086 -4.025 -1.483 -0.23
H -0.200 -3.988 -4.555 0.06
H 0.421 -5.334 -3.546 0.08
H 1.547 -4.122 -4.238 0.07
C 0.552 -4.274 -3.802 -0.23
H -2.003 -3.755 -2.028 0.07
H -0.960 -5.116 -1.488 0.09
H 1.724 -4.935 -1.248 0.09
H 1.618 -3.455 -0.243 0.04
H -1.194 -3.656 -0.455 0.02
H 2.679 -3.478 -1.676 0.06
C 2.158 -0.484 -1.778 -0.12
O 2.983 -0.587 -0.998 0.17
C 0.947 3.334 2.179 -0.01
C 1.652 1.994 2.290 -0.63
C 3.120 2.097 1.895 -0.01
C 1.550 1.522 3.728 -0.02
O 1.065 1.059 1.350 -0.18
Si -0.376 0.266 1.460 -0.16
S -0.791 -0.678 -0.276 0.50
O -0.346 -0.692 2.796 -0.14
C 0.223 -1.949 3.228 -0.62
C 1.626 -2.119 2.658 -0.01
C 0.259 -1.872 4.752 0.00
C -0.708 -3.073 2.789 -0.01
O -1.452 1.447 1.936 -0.09
C -2.812 1.327 2.435 -0.61
C -3.720 0.993 1.254 -0.01
C -2.914 0.272 3.528 -0.02
C -3.158 2.690 3.022 -0.01
H 1.424 4.037 2.873 0.11
H -0.109 3.243 2.459 0.08
H 1.026 3.724 1.157 0.08
H 3.676 2.748 2.574 0.11
H 3.575 1.100 1.933 0.09
H 3.206 2.490 0.876 0.08
H 0.509 1.447 4.080 0.09
H 2.092 0.579 3.888 0.08
H 2.033 2.280 4.360 0.11
H 2.285 -1.322 3.024 0.09
H 2.035 -3.075 3.006 0.11
H 1.624 -2.125 1.561 0.05
H -0.754 -1.716 5.148 0.10
H 0.670 -2.803 5.157 0.11
H 0.879 -1.031 5.084 0.09
H -1.710 -2.917 3.213 0.10
H -0.788 -3.118 1.696 0.05
H -0.326 -4.034 3.158 0.11
H -3.397 0.068 0.756 0.06
H -4.754 0.879 1.603 0.11
H -3.695 1.815 0.523 0.09
H -2.215 0.488 4.345 0.10
H -3.937 0.294 3.924 0.11
H -2.710 -0.737 3.158 0.08
H -2.479 2.914 3.855 0.10
H -3.046 3.471 2.261 0.10
H -4.186 2.725 3.400 0.11
```

=====

Record 2
Molecular formula: C7H14N3
Method: DFT, ωB97M-V/def2-TZVPD

Computed properties:
HOMO-LUMO gap = 0.3751 hartree
HOMO level = -12.949 eV
energy above the lowest of the compared OMol25 structures with the same formula, charge and spin = 10.6 kcal/mol
lowest unoccupied orbital energy = -2.74 eV
charge = +1

The geometry in XYZ format:
```
24
Properties=species:S:1:pos:R:3:nbo_charge:R:1
C -3.201 -1.221 -0.070 -0.07
C -1.894 -1.555 -0.043 -0.06
C -2.020 0.649 0.017 0.60
C 2.645 -1.337 -0.148 -0.66
C 2.253 0.803 1.127 -0.66
C 1.390 0.533 -1.185 -0.49
C 2.060 0.039 -0.148 0.07
N -3.267 0.158 -0.029 -0.51
N -1.168 -0.384 0.028 -0.53
N -1.674 1.936 0.086 -0.77
H -4.079 -1.828 -0.119 0.26
H -1.418 -2.512 -0.063 0.25
H 2.295 -1.927 -0.990 0.22
H 3.729 -1.260 -0.215 0.25
H 2.421 -1.857 0.783 0.22
H 1.692 0.336 1.938 0.22
H 3.302 0.782 1.416 0.24
H 1.943 1.841 1.034 0.21
H 1.276 -0.019 -2.103 0.22
H -0.148 -0.285 -0.103 0.47
H 1.043 1.555 -1.204 0.19
H -4.119 0.698 -0.041 0.45
H -2.359 2.665 -0.006 0.43
H -0.701 2.191 0.038 0.43
```

=====

Record 3
Molecular formula: C9H14BClO2
Method: DFT, ωB97M-V/def2-TZVPD

Computed properties:
structure (SMILES) = CCC1=C(Cl)C=C[C@H](C)[C@H]1B(O)O
HOMO-LUMO gap = 0.2854 hartree
HOMO level = -7.655 eV
energy above the lowest of the compared OMol25 structures with the same formula, charge and spin = 0.0 kcal/mol
lowest unoccupied orbital energy = 0.11 eV

The geometry in XYZ format:
```
27
Properties=species:S:1:pos:R:3:nbo_charge:R:1
C -1.480 1.718 -1.950 -0.60
C -1.295 0.194 -1.771 -0.44
C -0.774 -0.204 -0.453 0.05
C -1.486 -0.706 0.591 -0.08
Cl -3.163 -1.052 0.448 -0.02
C -0.951 -0.999 1.903 -0.27
C 0.310 -0.681 2.197 -0.14
C 1.101 0.227 1.262 -0.25
C 0.898 1.721 1.795 -0.61
C 0.659 0.050 -0.243 -0.59
B 1.397 -1.304 -0.651 1.13
O 1.848 -2.240 0.169 -0.89
O 1.446 -1.487 -1.989 -0.88
H -2.106 2.110 -1.121 0.22
H -2.134 1.766 -2.825 0.21
H -0.492 2.096 -2.118 0.20
H -0.677 -0.182 -2.522 0.22
H -2.262 -0.162 -1.955 0.22
H -1.408 -1.430 2.722 0.23
H 0.850 -1.345 2.988 0.22
H 2.238 0.027 1.255 0.22
H -0.108 1.926 2.027 0.21
H 1.114 2.376 0.916 0.20
H 1.492 2.128 2.702 0.22
H 0.935 0.889 -0.984 0.25
H 2.237 -3.048 -0.193 0.49
H 1.810 -2.388 -2.201 0.47
```

=====

Record 4
Molecular formula: C6H9NO
Method: DFT, ωB97M-V/def2-TZVPD

Computed properties:
structure (SMILES) = C=CO/C=C\[C@@H]1CN1
HOMO-LUMO gap = 0.3570 hartree
HOMO level = -8.735 eV
energy above the lowest of the compared OMol25 structures with the same formula, charge and spin = 135.9 kcal/mol
lowest unoccupied orbital energy = 0.98 eV

The geometry in XYZ format:
```
17
Properties=species:S:1:pos:R:3:nbo_charge:R:1
C -0.270 0.141 2.798 -0.51
C 0.085 1.163 2.034 0.10
O 0.485 0.933 0.713 -0.51
C 0.889 -0.363 0.567 0.11
C 0.815 -1.087 -0.631 -0.29
C 0.164 -0.492 -1.948 -0.13
C -0.789 0.682 -2.045 -0.30
N -1.313 -0.766 -2.461 -0.58
H -0.763 -0.842 2.259 0.24
H -0.431 0.383 3.895 0.23
H 0.530 2.149 2.560 0.21
H 1.669 -0.731 1.372 0.21
H 1.503 -2.052 -0.755 0.23
H 0.819 -0.664 -2.864 0.21
H -0.483 1.446 -2.929 0.21
H -0.993 1.223 -1.046 0.23
H -1.919 -1.123 -1.517 0.34
```